No. 1
Entry from the Open Molecules 2025 dataset: a structure of composition C21H25ClN2RuS in a non-equilibrium geometry (ωB97M-V/def2-TZVPD).

Structure (ORCA input):
```
! wB97M-V def2-TZVPD RIJCOSX def2/J DEFGRID3
* xyz 2 5
C -1.7197 -3.0385 -3.2189
C -3.2278 -2.7569 -3.2374
C -1.1148 -2.9213 -4.6380
C -1.3581 -4.3804 -2.5641
Cl -1.0994 -1.8165 -2.1181
H -1.5318 -3.6885 -5.3152
H -0.0241 -3.0892 -4.6454
H -1.3547 -1.9557 -5.1162
H -3.7724 -3.5072 -3.8165
H -3.4468 -1.7827 -3.7053
H -3.6370 -2.7857 -2.2157
H -1.7839 -5.2323 -3.1078
H -1.7603 -4.4230 -1.5398
H -0.2653 -4.5301 -2.5473
C 0.0887 3.3321 -0.3072
C 1.0176 2.9070 -1.3349
C 0.2713 2.0226 -2.2276
H 2.0422 3.2533 -1.5189
C -1.0300 1.8014 -1.6221
C -1.1293 2.6318 -0.4701
H -2.0297 2.7997 0.1341
H 0.2757 4.0929 0.4485
H 0.6385 1.7079 -3.2162
H -1.8880 1.3018 -2.0886
C 2.4522 0.0038 1.2831
C 2.9531 1.1326 0.5590
C 2.9543 0.7948 -0.8557
H 3.3425 2.0362 1.0087
C 2.3227 -0.5144 -0.9765
C 1.9884 -0.9622 0.3571
H 1.4882 -1.8986 0.6200
H 2.4597 -0.0589 2.3650
H 3.2935 1.4476 -1.6594
H 2.2624 -1.0957 -1.9027
Ru 0.9868 1.1141 -0.4365
N 1.6847 3.9098 2.2987
C 1.0202 2.8698 2.8682
N 0.4576 1.8563 2.2429
C -0.1895 1.0279 3.1393
C -0.6987 -0.2544 2.8530
C -1.0441 -1.0955 3.9056
C -0.8920 -0.6511 5.2270
C -0.4155 0.6356 5.5114
C -0.0778 1.4821 4.4813
S 0.7872 2.9934 4.6105
H 2.0775 4.5523 2.9829
H 2.2154 3.7030 1.4567
H -0.7755 -0.5174 1.7899
H -1.4046 -2.1149 3.6890
H -1.1542 -1.3193 6.0467
H -0.2550 0.9807 6.5238
*
```

- Maximum force: 0.093 hartree/bohr
- HOMO level (spin up / spin down): -12.5 / -15.0 eV
- E: -51082.887 eV
- HOMO-LUMO gap (spin up / spin down): 6.1 / 4.8 eV


No. 2
Entry from the Open Molecules 2025 dataset: a structure of composition C28H55O2P3Sn in a non-equilibrium geometry (ωB97M-V/def2-TZVPD).

Structure (ORCA input):
```
! wB97M-V def2-TZVPD RIJCOSX def2/J DEFGRID3
* xyz 4 1
Sn 0.1016 0.1218 0.0349
C 2.5871 -0.4635 -0.3354
O 3.6430 -0.3663 -0.7826
C -2.2495 0.3028 0.8434
O -3.2896 0.7901 0.8985
P 0.0912 2.5041 -1.1868
C -0.3138 2.3035 -2.9786
H -0.3397 3.3281 -3.3843
C -1.2485 3.6363 -0.5618
H -2.1489 2.9951 -0.6352
C 1.7584 3.3342 -1.2009
H 2.3964 2.6093 -1.7415
C 1.5092 -3.4899 1.0651
P 0.0423 -2.5971 0.3733
H -0.5880 -4.1947 -1.2730
H 2.3123 -3.3444 0.3254
C -1.4615 -3.4022 1.1385
H -1.2803 -4.4865 1.0238
C -1.0800 4.0132 0.9197
H -1.9692 4.5760 1.2502
H -0.1959 4.6463 1.0939
H -0.9972 3.1341 1.5741
C -1.4993 4.8775 -1.4273
H -0.6827 5.6058 -1.3525
H -2.4136 5.3770 -1.0722
H -1.6590 4.6372 -2.4854
C 1.7853 4.6546 -1.9816
H 1.3092 4.5916 -2.9699
H 2.8346 4.9453 -2.1514
H 1.3167 5.4671 -1.4100
C 2.3612 3.5241 0.2000
H 3.3726 3.9514 0.0908
H 2.4608 2.5772 0.7537
H 1.7646 4.2170 0.8132
C 0.7839 1.5367 -3.7151
H 1.7410 2.0708 -3.7124
H 0.4882 1.3942 -4.7614
H 0.9673 0.5461 -3.2798
C -1.7011 1.6817 -3.1697
H -1.7838 0.6823 -2.7186
H -1.9003 1.5776 -4.2445
H -2.4937 2.3110 -2.7474
C 1.2384 -4.9894 1.1938
H 0.8536 -5.4328 0.2693
H 0.5278 -5.2015 2.0014
H 2.1713 -5.5147 1.4349
C 2.0001 -2.8971 2.3880
H 1.2887 -3.0655 3.2077
C -0.9513 -2.2846 -2.2288
H 2.1937 -1.8205 2.3205
H 2.9491 -3.3812 2.6676
C 1.3016 -3.4313 -2.0238
H -0.4428 -1.3112 -2.3610
H -1.0915 -2.7445 -3.2216
H -1.9526 -2.0734 -1.8220
C -0.0802 -3.2183 -1.3766
H 1.1767 -3.6070 -3.1028
H 1.8009 -4.3136 -1.5998
H 1.9678 -2.5587 -1.8999
C -2.7791 -3.0629 0.4275
H -2.9545 -1.9765 0.4150
H -3.6049 -3.5370 0.9784
H -2.8154 -3.4525 -0.5963
C -1.5885 -3.0606 2.6247
H -1.7835 -1.9905 2.7816
H -0.7082 -3.3330 3.2165
H -2.4440 -3.6183 3.0360
H 0.0502 -1.3602 -4.1417
H -0.0608 -0.6532 -4.3614
C 2.6754 0.6563 3.4950
P 0.9723 0.9921 2.8660
C 0.0379 -0.0064 4.0860
C 0.7398 2.6516 3.6868
C 1.8053 3.5792 3.6977
C 1.6575 4.8242 4.3135
C 0.4429 5.1801 4.8971
C -0.6221 4.2700 4.9055
C -0.4891 3.0180 4.2867
H 2.8652 -0.4229 3.5170
H 2.7376 1.0488 4.5207
H 3.4336 1.1466 2.8677
H 0.3017 0.3486 5.0940
H -1.0447 0.1026 3.9299
H 0.3084 -1.0686 3.9993
H 2.7598 3.3167 3.2478
H 2.4913 5.5228 4.3147
H 0.3133 6.1611 5.3407
H -1.5740 4.5426 5.3736
H -1.3537 2.3390 4.3012
*
```

- Maximum force: 0.095 hartree/bohr
- Energy relative to the best compared isomer or geometry (same formula, charge and spin): 42.2 kJ/mol
- HOMO level: -19.5 eV
- E: -67677.581 eV
- HOMO-LUMO gap: 4.5 eV


No. 3
Entry from the Open Molecules 2025 dataset: the ion C3H7ClNO with charge -1 in a non-equilibrium geometry (ωB97M-V/def2-TZVPD).

Structure (ORCA input):
```
! wB97M-V def2-TZVPD RIJCOSX def2/J DEFGRID3
* xyz -1 1
C -0.9433 -0.6956 0.9032
C 0.1966 0.1414 0.3110
C -0.3304 0.9219 -1.0022
N 1.3555 -0.7363 0.2445
O 1.3395 -1.5368 -0.7290
Cl 3.0122 0.6321 0.3301
H -1.3235 -1.5338 0.1193
H -0.7135 -1.3259 1.7013
H -1.7916 -0.1340 0.9793
H 0.3720 0.9977 1.0347
H -0.3933 0.0638 -1.7706
H 0.4343 1.7632 -1.2859
H -1.2146 1.4423 -0.8356
*
```

- Maximum force: 0.103 hartree/bohr
- Energy relative to the best compared isomer or geometry (same formula, charge and spin): 492.2 kJ/mol
- HOMO level (spin up / spin down): -2.8 / -2.8 eV
- SMILES: CC(C)N([O-])Cl
- E: -19282.680 eV
- HOMO-LUMO gap (spin up / spin down): 6.8 / 6.8 eV